A molecular structure, C44H57B2F4N7O7PbS2Si, computed with the ωB97M-V functional and the def2-TZVPD basis.

Geometry as ORCA input:
```
! RIJCOSX wB97M-V def2-TZVPD def2/J DEFGRID3
* xyz 2 1
Pb 0.12842 -2.59039 1.08591
C -3.66780 0.98989 0.73546
C -2.38574 0.35276 1.16686
N -2.16486 -0.90307 1.13406
O -3.19752 -1.64117 0.65890
B -3.51885 -2.89814 1.43407
F -3.21316 -2.65078 2.77878
F -4.82441 -3.16570 1.16836
O -2.73014 -4.09377 0.96679
N -1.53175 -4.16617 1.61488
C -1.41038 -5.02861 2.55068
C -2.44502 -6.04606 2.87915
C -0.21209 -4.86829 3.43647
N 0.31374 -3.70801 3.34242
O 1.34535 -3.41470 4.16298
B 1.33749 -1.96724 4.56981
F 2.63193 -1.60056 4.80857
F 0.47483 -1.75469 5.62860
O 0.81549 -1.16885 3.39152
N -0.21614 0.77262 2.51673
C -1.18894 1.25324 1.46927
C -1.56064 2.68224 1.83042
C 0.21845 -5.89651 4.42362
H -4.45350 0.23970 0.73460
H -3.56830 1.38042 -0.28230
H -3.95078 1.81424 1.38712
H -3.27079 -5.98302 2.17874
H -2.82043 -5.88212 3.89106
H -2.00528 -7.04426 2.84519
H -0.65984 3.22940 2.11342
H -2.26722 2.70931 2.66102
H -2.01068 3.17753 0.97460
H -0.54826 -6.64679 4.59063
H 0.47675 -5.41083 5.36348
H 1.12142 -6.39829 4.06632
N 0.57563 -5.43953 -2.54478
C -0.51102 -4.80709 -3.13468
C -1.17729 -5.01941 -4.33698
C -2.25718 -4.19873 -4.58855
C -2.66250 -3.20708 -3.67649
C -1.99325 -2.99810 -2.49002
C -0.89166 -3.81362 -2.23259
N -0.03768 -3.84251 -1.13796
C 0.79748 -4.83049 -1.35614
C 1.82834 -5.20731 -0.38925
C 2.72363 -6.22915 -0.44703
S 3.69366 -6.23398 0.95713
C 2.85374 -4.87688 1.54441
N 1.91459 -4.44292 0.75223
H 1.07485 -6.23104 -2.91295
H -0.87915 -5.79256 -5.03140
H -2.81828 -4.33263 -5.50291
H -3.53670 -2.61304 -3.90517
H -2.33396 -2.27064 -1.76321
H 2.84881 -6.97948 -1.21001
H 3.07859 -4.41831 2.49891
C -0.87563 0.45816 -4.28016
C -0.00991 1.70011 -4.17943
C -0.01271 2.50849 -5.46040
C 1.39448 1.36360 -3.72589
O -0.66643 2.53587 -3.15514
Si -0.79228 3.53181 -1.97249
S -0.19305 1.24475 -0.08970
O 0.24538 4.52772 -1.38111
C 1.59222 5.10336 -1.19861
C 2.12379 4.52636 0.09948
C 2.46171 4.72896 -2.37930
C 1.37496 6.60096 -1.10739
O -2.26727 3.65934 -1.42234
C -3.18448 4.83143 -1.40031
C -2.83391 5.69096 -0.20102
C -2.97735 5.57810 -2.70643
C -4.57872 4.25083 -1.29816
H -0.48959 -0.19326 -5.06401
H -1.90220 0.72476 -4.52804
H -0.87428 -0.09540 -3.33976
H 0.47751 1.93815 -6.24919
H 0.53204 3.44440 -5.33059
H -1.03057 2.72994 -5.77869
H 1.79989 0.57753 -4.36219
H 1.38046 0.99871 -2.69933
H 2.05389 2.22624 -3.79350
H 2.18837 3.43845 0.04066
H 1.47948 4.80120 0.93513
H 3.12110 4.92369 0.28812
H 2.69158 3.66428 -2.37228
H 3.40242 5.27584 -2.31939
H 1.98070 4.99571 -3.32150
H 0.67198 6.84045 -0.31019
H 0.99291 6.99707 -2.04838
H 2.32228 7.09344 -0.88999
H -1.80636 6.05133 -0.26211
H -2.96127 5.13586 0.72751
H -3.49722 6.55502 -0.16742
H -1.95003 5.95222 -2.78224
H -3.63926 6.44152 -2.76076
H -3.19130 4.93225 -3.55913
H -4.72068 3.74387 -0.34403
H -4.76082 3.54275 -2.10591
H -5.31305 5.05247 -1.37181
C 6.08566 -1.33018 1.18042
C 5.17797 -2.05804 0.42056
C 3.97482 -1.48722 0.04664
C 3.64542 -0.18886 0.44789
C 4.58373 0.54743 1.16430
C 5.79331 -0.02279 1.53491
C 2.33398 0.32132 0.01713
C 1.33899 0.86848 0.72408
C 1.16315 1.10268 2.15580
C 2.03731 1.49200 3.08347
C 1.68675 1.68754 4.47797
C 0.45180 1.43752 4.90322
C -0.53877 0.81480 4.01932
C -0.33239 -0.51195 3.38738
H 7.02902 -1.77177 1.47076
H 5.42044 -3.06477 0.10444
H 3.27145 -2.05206 -0.55669
H 4.40847 1.59350 1.37456
H 6.51309 0.56200 2.09124
H 2.09898 0.10360 -1.02109
H 3.04260 1.71250 2.77285
H 2.43376 2.08954 5.14631
H 0.12948 1.64795 5.91317
H -1.58328 1.04102 4.20172
H -1.25656 -1.05241 3.19633
*
```

Values from the calculation:
**Frontier orbital gap**: 7.920 eV
**Relative energy (zero: lowest compared OMol25 entry of this formula, charge and spin)**: 9.3 kcal per mole

***

A molecular structure, C44H58N2O7P3ReSi in a non-equilibrium geometry, computed with the ωB97M-V functional and the def2-TZVPD basis.

Geometry as ORCA input:
```
! RIJCOSX wB97M-V def2-TZVPD def2/J DEFGRID3
* xyz -1 2
Re 0.06516 0.41301 -0.35136
C 3.23396 -1.42089 3.33884
C 2.34786 -0.38819 4.02974
C 3.02056 0.98201 4.05634
P 0.67286 -0.35759 3.17084
C -0.53364 0.45971 4.38374
C -1.00724 1.81691 3.86904
C -0.00174 0.57091 5.81164
C 0.22816 -2.08299 2.97194
C 0.09436 -2.76779 4.19734
C -0.23894 -4.09439 4.23974
C -0.44084 -4.79219 3.04314
C -0.31294 -4.12339 1.84124
C 0.01366 -2.77759 1.74484
Si -0.04284 -1.95839 0.02614
C 1.32846 -2.67999 -1.09036
C 2.02516 -3.83169 -0.76206
C 3.11536 -4.24939 -1.50216
C 3.54456 -3.47299 -2.56236
C 2.86116 -2.31849 -2.90706
C 1.74246 -1.91619 -2.19186
P 0.78516 -0.39989 -2.61896
C 1.91266 0.71001 -3.63946
C 1.36076 2.14271 -3.59336
C 2.24946 0.35101 -5.08656
C -0.47944 -1.13069 -3.80826
C -1.27274 0.00211 -4.44926
C 0.01246 -2.13779 -4.83906
C -1.67574 -2.52559 -0.81276
C -1.90034 -3.81359 -1.27946
C -3.09624 -4.16689 -1.87616
C -4.09974 -3.21999 -2.00576
C -3.89114 -1.92129 -1.56976
C -2.68324 -1.55769 -0.99016
P -2.31084 0.12111 -0.33306
C -3.35034 0.04251 1.23004
C -4.85774 -0.08769 1.03804
C -2.84684 -1.12729 2.06414
C -3.05034 1.53451 -1.32586
C -4.24564 1.30611 -2.24156
C -3.27034 2.70101 -0.36566
H 4.21916 -1.42889 3.80354
H 3.35646 -1.19759 2.28024
H 2.80176 -2.41569 3.42614
H 2.17816 -0.71609 5.05974
H 3.30706 1.30491 3.05944
H 3.93056 0.92381 4.65224
H 2.37666 1.74801 4.48504
H -1.39844 -0.21419 4.39124
H -0.23424 2.57721 3.95804
H -1.87014 2.14911 4.44474
H -1.30164 1.75121 2.82374
H 0.88326 1.19931 5.85884
H 0.23966 -0.40689 6.22304
H -0.76414 1.01971 6.44584
H 0.26256 -2.23679 5.12644
H -0.34594 -4.60229 5.18684
H -0.69804 -5.84089 3.06524
H -0.48404 -4.67679 0.93294
H 1.71206 -4.39849 0.10254
H 3.64996 -5.14999 -1.23026
H 4.42526 -3.75399 -3.11896
H 3.23616 -1.72609 -3.72526
H 2.84926 0.67801 -3.06966
H 0.75106 2.36631 -4.46806
H 2.17486 2.86521 -3.55276
H 0.73436 2.31001 -2.71876
H 1.39876 0.49591 -5.74846
H 2.61126 -0.66589 -5.20706
H 3.04476 1.01941 -5.41796
H -1.15554 -1.66579 -3.12906
H -0.70874 0.48771 -5.24156
H -1.51924 0.75231 -3.70026
H -2.20234 -0.37019 -4.87846
H 0.59406 -1.66679 -5.62526
H -0.84694 -2.62349 -5.30226
H 0.62266 -2.90269 -4.36496
H -1.10824 -4.54229 -1.19176
H -3.24494 -5.17259 -2.24636
H -5.04254 -3.49099 -2.45806
H -4.67574 -1.19699 -1.70626
H -3.13284 0.97791 1.75844
H -5.10454 -1.04469 0.58534
H -5.26734 0.71181 0.42924
H -5.33474 -0.04429 2.01724
H -3.01024 -2.07009 1.54294
H -3.36864 -1.16849 3.02064
H -1.77654 -1.01269 2.23044
H -2.19634 1.82181 -1.95496
H -5.13914 1.03471 -1.68606
H -4.03424 0.53491 -2.97776
H -4.45534 2.23451 -2.77286
H -4.18414 2.60231 0.21544
H -3.30624 3.63341 -0.92326
H -2.41564 2.77451 0.30554
O 4.13766 1.36631 -0.97576
C 2.94966 1.57201 -0.74286
O 2.08836 0.62601 -0.82826
C 2.50396 2.97551 -0.39616
C 3.51666 3.88901 -0.21766
C 3.26176 5.23061 0.06424
C 1.94116 5.68031 0.14484
C 0.90466 4.79581 -0.09296
C 1.12666 3.39321 -0.34836
O 0.12916 2.62801 -0.50106
N -0.42024 5.28691 -0.04916
O -1.26124 4.81271 -0.81556
O -0.67054 6.19921 0.74974
N 4.32996 6.12671 0.24214
O 5.48866 5.70331 0.16644
O 4.06206 7.31331 0.46304
H 4.53506 3.53921 -0.30716
H 1.72316 6.71811 0.35724
C 0.87456 0.62751 1.70614
H 0.80346 1.66951 2.04444
H 1.93756 0.44171 1.46764
*
```

Values from the calculation:
**⟨S²⟩**: 0.7555
**Frontier orbital gap (alpha / beta)**: 5.753 / 5.420 eV

***

4 unconnected molecules or ions with the total composition C44H61BrF2N2O10P2S2Si in a non-equilibrium geometry, computed with the ωB97M-V functional and the def2-TZVPD basis.

Geometry as ORCA input:
```
! RIJCOSX wB97M-V def2-TZVPD def2/J DEFGRID3
* xyz 0 1
C 6.73143 4.38762 1.88793
C 6.68816 2.89464 2.32162
C 6.38287 1.88491 1.16999
Br 7.05461 2.46294 -0.57432
C 4.89457 1.53798 1.15309
C 3.93714 2.47244 1.46973
C 2.59566 2.15706 1.47246
C 2.25067 0.86585 1.13688
C 3.17518 -0.11352 0.80009
C 2.70873 -1.50448 0.40952
C 2.43059 -1.62224 -1.13145
C 3.22945 -0.59085 -1.97561
C 2.83009 -3.01698 -1.67316
C 4.53528 0.23135 0.83192
C 5.58917 -0.83453 0.51726
N 6.19829 -1.43214 1.71551
C 5.79862 -2.81367 2.00021
S 0.52075 0.42001 1.15127
C -0.26494 2.00537 0.85138
C -1.52846 2.02904 0.26562
C -2.31750 0.75499 -0.08819
F -3.46643 1.15317 -0.73209
F -1.62618 -0.08141 -0.89622
C -2.75200 0.09038 1.23402
C -3.94658 -0.91011 1.09184
Si -3.42863 -2.59705 1.81689
C -2.50775 -2.44380 3.45507
C -4.93663 -3.71806 2.14250
C -2.23233 -3.36597 0.57716
C -2.58737 -3.34340 -0.77583
C -1.76943 -3.88366 -1.73361
C -0.56161 -4.48165 -1.37784
C -0.20419 -4.47333 -0.05042
C -1.01424 -3.92866 0.93284
C -2.13676 3.24393 0.02187
C -1.47080 4.39735 0.37608
C -0.22931 4.39019 0.96672
P 0.42246 6.04518 1.38481
O -0.72575 6.78413 2.28631
O 1.76415 6.00379 2.27075
S 0.62084 7.08537 -0.23601
C 0.41903 3.16360 1.22017
N 1.69620 3.19956 1.86050
P 1.56232 3.14225 3.64487
O 0.02486 3.62877 4.00529
O 2.62116 4.25555 4.22322
H 6.13549 4.60316 0.99771
H 7.78431 4.66377 1.75494
H 6.35244 5.04353 2.68718
H 5.92840 2.82618 3.11144
H 7.62839 2.60437 2.80800
H 6.93840 0.98096 1.42803
H 4.24520 3.48403 1.72823
H 3.48407 -2.23610 0.64938
H 1.81746 -1.79342 0.98087
H 1.37164 -1.42372 -1.34385
H 2.79485 0.41447 -1.92132
H 4.29980 -0.57533 -1.74953
H 3.14800 -0.91409 -3.02637
H 2.73400 -3.81434 -0.92865
H 2.25453 -3.24191 -2.57950
H 3.88900 -3.00658 -1.98349
H 6.39835 -0.32571 -0.03459
H 5.21928 -1.59758 -0.16983
H 6.09484 -0.83909 2.52568
H 5.20899 -3.27760 1.20398
H 6.66323 -3.47424 2.17601
H 5.21919 -2.83879 2.93901
H -1.88280 -0.47129 1.59856
H -3.02917 0.86205 1.95837
H -4.29060 -1.02735 0.05838
H -4.78029 -0.55524 1.71447
H -1.67581 -1.72696 3.41218
H -2.03446 -3.40111 3.70500
H -3.13743 -2.09500 4.28775
H -4.61748 -4.39993 2.94409
H -5.78707 -3.10856 2.46697
H -5.15035 -4.32073 1.25213
H -3.53266 -2.87616 -1.05268
H -2.01095 -3.89461 -2.79342
H 0.07240 -4.93701 -2.13387
H 0.72927 -4.92217 0.29613
H -0.69083 -3.93790 1.97304
H -3.12641 3.34648 -0.40935
H -1.97718 5.34688 0.19868
H -1.46656 6.86901 1.66661
H 1.59352 6.59051 3.03163
H -0.51251 2.82988 3.88840
H 3.17343 4.59551 3.49997
O -0.45795 -2.28950 5.33530
C -0.69504 -1.65885 6.32237
O -0.03444 -0.52109 6.65579
C -0.47181 -0.06072 7.94461
C -1.84452 -0.68246 8.14581
C -1.71135 -2.00166 7.39297
H 0.24946 -0.39320 8.69470
H -0.50485 1.02682 7.94734
H -2.11596 -0.79610 9.19408
H -2.60545 -0.06261 7.66751
H -1.30500 -2.79391 8.02350
H -2.65217 -2.31585 6.94843
O -3.29295 -2.57432 -4.14963
C -2.60294 -1.99874 -4.94176
O -1.63124 -2.61405 -5.66086
C -0.91008 -1.63991 -6.43776
C -1.85651 -0.45877 -6.56977
C -2.63243 -0.51995 -5.26233
H 0.00805 -1.38105 -5.90467
H -0.64584 -2.07027 -7.40174
H -1.34379 0.48694 -6.73443
H -2.53615 -0.62092 -7.40466
H -2.12973 0.02475 -4.46078
H -3.65352 -0.16781 -5.37834
O -3.80540 1.95073 -8.05694
C -4.72397 1.22327 -8.29290
O -4.86018 -0.00615 -7.72969
C -6.00067 -0.67794 -8.29432
C -6.88419 0.43007 -8.84393
C -5.86011 1.47984 -9.26115
H -5.65145 -1.35767 -9.07484
H -6.49819 -1.25757 -7.51977
H -7.53418 0.09982 -9.65233
H -7.51505 0.82978 -8.04799
H -5.49950 1.31799 -10.27809
H -6.24216 2.49088 -9.15070
*
```

Values from the calculation:
**Frontier orbital gap**: 8.099 eV

***

A molecular structure, C44H61NO5OsSi2 in a non-equilibrium geometry, computed with the ωB97M-V functional and the def2-TZVPD basis.

Geometry as ORCA input:
```
! RIJCOSX wB97M-V def2-TZVPD def2/J DEFGRID3
* xyz 0 1
Os 0.37877 -0.73905 0.15790
C -3.11749 -3.09928 -4.47248
C -3.85975 -2.50862 -3.46228
C -3.27369 -2.25507 -2.23039
C -1.93987 -2.58401 -1.99096
C -1.20235 -3.17393 -3.02225
C -1.78973 -3.43551 -4.25025
Si -1.06521 -2.34223 -0.34838
C -1.15678 -4.02144 0.48278
C -0.02678 -4.66912 0.99011
C -0.12570 -5.93305 1.55107
C -1.35782 -6.56272 1.63700
C -2.49391 -5.93225 1.15153
C -2.38974 -4.67868 0.57120
H -3.57313 -3.30082 -5.43341
H -4.89456 -2.24055 -3.63286
H -3.86972 -1.78926 -1.45315
H -0.16420 -3.43715 -2.87127
H -1.21324 -3.91618 -5.03024
H 1.10131 -2.13077 0.72126
H 0.94016 -4.18509 0.93684
H 0.76136 -6.42439 1.92951
H -1.43445 -7.54496 2.08511
H -3.45790 -6.41873 1.22100
H -3.28316 -4.20858 0.17434
C -2.55443 2.43619 2.43400
C -3.51527 2.05161 1.31982
C -3.84165 0.55846 1.36232
C -4.80106 2.86326 1.43385
O -2.95042 2.34393 0.05161
Si -1.41028 2.28195 -0.48887
O -0.71000 0.84350 -0.14717
O -1.49971 2.58622 -2.08462
C -2.07344 1.84801 -3.17128
C -2.26392 2.84926 -4.30296
C -3.41389 1.25264 -2.76062
C -1.11124 0.74773 -3.59248
O -0.56080 3.48654 0.19423
C 0.56623 4.21580 -0.31464
C 1.51060 3.29009 -1.08082
C 0.06222 5.32588 -1.23033
C 1.26054 4.80980 0.90495
H -3.01709 2.25269 3.40556
H -2.29171 3.49115 2.36085
H -1.62801 1.86452 2.35930
H -4.19715 0.25481 2.34811
H -2.94980 -0.01562 1.11025
H -4.61367 0.32530 0.62674
H -5.34265 2.60347 2.34444
H -5.44120 2.66423 0.57417
H -4.57461 3.92937 1.45155
H -2.98074 3.61795 -4.01271
H -2.62745 2.34831 -5.20117
H -1.31560 3.33624 -4.53293
H -4.09674 2.03534 -2.43208
H -3.28413 0.55164 -1.93611
H -3.85498 0.71120 -3.59914
H -0.16782 1.17829 -3.92613
H -1.53699 0.15614 -4.40550
H -0.90678 0.07841 -2.75538
H 1.09632 3.04238 -2.05945
H 1.67066 2.35863 -0.53719
H 2.47780 3.77276 -1.22821
H -0.57034 4.90745 -2.01231
H 0.90419 5.84021 -1.69685
H -0.52309 6.05134 -0.66404
H 1.58949 4.01866 1.57687
H 0.57200 5.45952 1.44582
H 2.12949 5.39607 0.60236
C 3.02603 1.80496 1.82111
C 3.98165 0.61362 1.81943
C 3.44305 -0.50642 2.69238
C 4.37042 0.10265 0.45402
C 5.73485 -0.00423 0.19779
C 6.21774 -0.49955 -0.99692
C 5.31672 -0.91425 -1.95839
C 3.94119 -0.83267 -1.76824
C 3.07409 -1.30700 -2.91342
C 2.15884 -0.20929 -3.44910
C 2.29492 -2.57620 -2.58284
C 3.46919 -0.30924 -0.54413
O 2.13441 -0.10905 -0.34559
H 2.98687 2.24407 2.82055
H 2.01114 1.51105 1.54782
H 3.35176 2.57785 1.12442
H 4.91552 0.95303 2.27717
H 2.47021 -0.84067 2.32628
H 3.32371 -0.15024 3.71405
H 4.11716 -1.36593 2.70034
H 6.42876 0.31522 0.96600
H 7.28283 -0.55737 -1.17867
H 5.68129 -1.30721 -2.90029
H 3.77014 -1.57031 -3.71492
H 1.48013 0.14850 -2.67812
H 1.55855 -0.58595 -4.28011
H 2.73840 0.64438 -3.80504
H 1.45054 -2.36243 -1.92780
H 2.92608 -3.31406 -2.08431
H 1.90632 -3.02193 -3.50122
C -0.58331 -1.23077 2.56830
C 0.04474 -0.75934 3.78229
C -0.42276 0.36980 4.46963
C 0.12343 0.73233 5.68343
C 1.15834 -0.02881 6.22645
C 1.65592 -1.14028 5.54636
C 1.10461 -1.49447 4.33331
C 1.70139 0.32111 7.50364
N 2.13195 0.60023 8.53248
H -1.46044 -0.75401 2.16594
H -0.20019 -2.15516 2.17247
H -1.22115 0.95395 4.04274
H -0.24509 1.59532 6.22022
H 2.46425 -1.71506 5.97666
H 1.48056 -2.35612 3.79830
*
```

Values from the calculation:
**Frontier orbital gap (alpha / beta)**: 6.638 / 6.403 eV

***

Calculated total energy, -118331.89625 -101755.13411 -193680.96321 -76571.06067 eV (same order as the records).